{"formula": "C2H6NS", "method": "wB97M-V/def2-TZVPD", "e_tot_ev": -14482.4070, "fmax_ha_per_bohr": 0.056, "lumo_ev": [-3.5, -9.4], "spin_multiplicity": 3, "molar_mass_g_mol": 76.14, "homo_ha": [-0.469, -0.605], "homo_lumo_gap_ev": [9.20, 7.10], "charge": 1, "relative_energy_kj_mol": 363.3, "elements": ["C", "C", "N", "S", "H", "H", "H", "H", "H", "H"], "xyz": [[0.2605, 0.6504, -1.1250], [0.4638, 0.3372, 0.3508], [-0.6365, -0.1905, -0.2458], [1.0339, 0.9973, 1.7945], [-0.1000, 1.5889, -1.4597], [0.7836, 0.0458, -1.8703], [-0.8416, -2.2208, 0.6479], [-1.0148, -2.8378, 0.9531], [-1.6067, -0.3089, -0.2245], [1.6577, 1.9385, 1.1790]], "forces_ev_per_angstrom": [[-0.1, -2.1, 2.0], [1.9, 0.2, -1.1], [1.2, 0.8, -1.8], [-1.3, -1.4, 0.8], [-0.7, 0.7, -0.2], [0.2, 0.1, 0.3], [0.4, 0.9, -0.5], [-0.4, -1.2, 0.6], [-2.1, 0.2, 0.5], [0.8, 1.6, -0.7]]}

{"formula": "C2H6NS", "method": "wB97M-V/def2-TZVPD", "e_tot_ev": -14484.1316, "fmax_ha_per_bohr": 0.076, "lumo_ev": [-4.0, -7.4], "spin_multiplicity": 3, "molar_mass_g_mol": 76.14, "homo_ha": [-0.377, -0.626], "homo_lumo_gap_ev": [6.29, 9.61], "charge": 1, "relative_energy_kj_mol": 197.0, "elements": ["C", "C", "N", "S", "H", "H", "H", "H", "H", "H"], "xyz": [[-1.0118, -0.0742, -0.7271], [0.0897, 0.5576, 1.1359], [0.3978, -0.0150, -0.2190], [-1.7452, 0.4811, 0.8330], [-1.0277, 0.7248, -1.4023], [-1.4373, -1.0756, -0.8818], [0.4599, 0.0393, 1.9133], [0.4619, 1.5813, 1.2769], [0.7319, -0.9446, -0.1093], [1.1422, 0.4187, -0.8359]], "forces_ev_per_angstrom": [[0.6, -0.5, 0.8], [1.3, 2.6, -2.5], [2.1, -0.3, -0.3], [-3.5, 0.7, 1.3], [-1.1, 0.6, -1.7], [0.5, 0.4, -0.9], [1.2, -2.3, 2.6], [-0.2, 0.0, -0.4], [0.5, -1.2, 0.3], [-1.3, 0.0, 0.9]]}

{"formula": "C2H6O", "method": "wB97M-V/def2-TZVPD", "e_tot_ev": -4217.7648, "fmax_ha_per_bohr": 0.023, "lumo_ev": 1.0, "spin_multiplicity": 1, "molar_mass_g_mol": 46.07, "homo_ha": -0.384, "homo_lumo_gap_ev": 11.43, "smiles": "C=C.O", "relative_energy_kj_mol": 67.8, "elements": ["C", "C", "H", "H", "H", "H", "O", "H", "H"], "xyz": [[1.0372, -0.0258, -0.6243], [0.7949, 1.2567, -0.3276], [0.4120, -0.5150, -1.3800], [1.8754, -0.5971, -0.2091], [-0.0341, 1.8202, -0.7709], [1.4468, 1.7815, 0.3800], [-2.1756, -1.1895, 1.1973], [-1.2695, -0.8575, 1.3894], [-2.0870, -1.6736, 0.3452]], "forces_ev_per_angstrom": [[-0.3, 0.6, -0.4], [0.4, -0.5, 0.2], [0.3, 0.0, 0.4], [-0.4, 0.3, -0.1], [0.4, -0.3, 0.2], [-0.4, -0.1, -0.3], [1.0, -0.2, -0.7], [-0.9, -0.3, -0.3], [0.0, 0.6, 0.9]]}

{"formula": "C2H6O", "method": "wB97M-V/def2-TZVPD", "e_tot_ev": -4218.1026, "fmax_ha_per_bohr": 0.028, "lumo_ev": 1.0, "spin_multiplicity": 1, "molar_mass_g_mol": 46.07, "homo_ha": -0.375, "homo_lumo_gap_ev": 11.16, "smiles": "CCO", "relative_energy_kj_mol": 35.2, "elements": ["C", "C", "O", "H", "H", "H", "H", "H", "H"], "xyz": [[0.7433, 0.2599, -0.6245], [-0.4990, -0.0314, 0.1731], [-0.2072, -0.4144, 1.5048], [1.5174, -0.5194, -0.5939], [0.2691, 0.4781, -1.5872], [1.2068, 1.2044, -0.3271], [-1.1253, -0.7973, -0.2962], [-1.0646, 0.9071, -0.0365], [-0.8405, -1.0870, 1.7875]], "forces_ev_per_angstrom": [[0.0, 0.1, -0.1], [-0.2, 0.1, -0.5], [-0.4, 0.3, 0.1], [-0.4, 0.1, -0.4], [0.9, -0.4, -0.5], [-0.1, -0.1, 0.3], [0.3, -0.2, -0.1], [-0.3, -0.3, 1.4], [0.2, 0.3, -0.1]]}